{"formula": "C5H6O2", "method": "ωB97M-V with the def2-TZVPD basis set", "smiles": "C1=C2O[C@H]2COC1", "total_energy_ha": -344.4465, "relative_energy_ev": 4.228, "homo_lumo_gap_ev": 10.070, "symbols": ["O", "O", "C", "C", "C", "C", "C", "H", "H", "H", "H", "H", "H"], "xyz": [[-0.927973, -0.876650, -0.673016], [2.081775, 0.659865, 0.283865], [0.463673, -0.825846, -1.054904], [-0.170363, 0.274955, 1.460439], [0.816011, 0.732096, 0.724124], [1.018855, 0.482596, -0.684116], [-1.293301, -0.036280, 0.438315], [-1.602454, 0.981941, -0.010246], [0.655476, 1.359519, -1.366521], [0.530220, -1.146687, -2.097185], [0.952401, -1.564615, -0.467765], [-2.150494, -0.453749, 0.931175], [-0.373827, 0.412855, 2.515833]], "forces_ev_per_angstrom": [[0.0070, 0.3342, 0.3867], [1.0534, 0.6339, 0.1861], [-0.4453, -0.9476, 0.1300], [-1.3706, 0.7025, -0.2361], [0.6331, -1.4311, -1.1368], [-2.0775, 2.8223, -1.1911], [-0.0955, 2.0866, -0.4605], [0.1030, -1.4794, 0.6709], [1.6005, -1.3048, 1.1294], [-0.1692, 0.4000, 0.0369], [0.8416, -0.8332, 0.5186], [-0.3672, -0.4629, 0.0123], [0.2868, -0.5206, -0.0463]], "nbo_charge": [-0.529, -0.409, -0.109, -0.322, 0.310, -0.033, -0.084, 0.169, 0.192, 0.201, 0.186, 0.200, 0.228]}